The following is a quantum chemistry calculation of a molecular structure, C20H16AuNO5P in a non-equilibrium geometry, from the OMol25 dataset.

**HOMO energy (spin up / spin down)**: -4.36 / -4.46 eV
**Expectation value of S²**: 2.020
**E_LUMO (spin up / spin down)**: 2.44 / 2.13 eV
**2S+1**: 3
**E_tot**: -45706.3074 eV
**HOMO-LUMO gap (spin up / spin down)**: 6.8 / 6.6 eV
**Total charge**: -1
**ΔE to the lowest compared entry with this formula, charge and spin**: 1.089 eV

Last column: Löwdin spin population.
Cartesian coordinates (Å):
Au -0.063 -0.460 -0.245  0.431
N 2.021 -0.043 -0.186  0.022
C 2.544 1.297 -0.366  0.006
C 3.909 1.405 -0.609  0.002
C 4.516 2.636 -0.775  0.003
C 3.739 3.780 -0.681  0.001
C 2.384 3.670 -0.419  0.002
C 1.745 2.436 -0.242  0.001
P -0.090 2.365 0.068  0.062
C -0.176 2.247 1.887  0.001
C -1.360 1.757 2.415  0.000
C -1.493 1.429 3.760  0.000
C -0.459 1.765 4.617  -0.001
C 0.712 2.332 4.114  0.000
C 0.873 2.555 2.755  0.000
C -0.507 4.161 -0.087  0.023
C -0.649 5.049 0.973  0.005
C -0.997 6.375 0.740  0.001
C -1.209 6.834 -0.551  0.002
C -1.080 5.955 -1.619  0.000
C -0.739 4.633 -1.383  0.004
H 2.470 -0.707 -0.810  -0.004
H 2.219 -0.395 0.752  0.000
H 4.497 0.497 -0.675  0.000
H 5.579 2.697 -0.970  0.000
H 4.184 4.759 -0.807  0.000
H 1.801 4.576 -0.339  0.000
H -2.190 1.558 1.745  0.000
H -2.425 1.020 4.073  0.000
H -0.554 1.569 5.678  0.000
H 1.518 2.585 4.793  0.000
H 1.807 2.959 2.379  0.000
H -0.493 4.709 1.988  0.000
H -1.104 7.051 1.580  0.000
H -1.481 7.867 -0.724  0.000
H -1.253 6.297 -2.631  0.000
H -0.652 3.945 -2.218  0.001
O -3.640 -1.126 1.591  0.008
C -2.477 -1.019 1.266  0.003
O -2.083 -0.834 0.029  0.074
C -1.386 -0.981 2.423  0.000
O -1.835 -0.932 3.572  0.004
O -0.137 -0.919 2.166  0.020
O 0.435 -2.521 -0.554  1.327